No. 1
Entry from OMol25: a 2-piece molecular cluster, HN3O2S overall (wB97M-V/def2-TZVPD).

Each line ends with the Löwdin charge.
Atoms and positions in Å:
N: -0.348 1.013 -0.078  -0.829
H: -1.751 -0.210 0.120  0.103
O: -1.150 0.212 0.726  -0.040
S: 1.080 1.236 0.560  0.772
N: 1.746 -1.391 0.278  -0.046
O: -0.814 1.206 -1.181  -0.009
N: 1.238 -2.066 -0.425  0.050

As for the structure (SMILES): [O-][N+](O)=S.N#N. The calculation puts the energy above the lowest of the compared OMol25 structures with the same formula, charge and spin at 24.3 kJ/mol. Its gap between HOMO and LUMO is 8.86 eV. Its energy is -713.437755 Eh.

=====

No. 2
Entry from OMol25: a 2-piece molecular cluster, HN3O3 overall (wB97M-V/def2-TZVPD).

Each line ends with the Löwdin charge.
Atoms and positions in Å:
N: 0.661 0.787 0.190  -0.440
N: -1.272 -1.311 0.247  0.039
O: 1.374 -0.215 -0.663  0.045
N: -2.287 -1.129 0.685  0.068
O: 1.195 1.066 1.194  0.159
O: -0.424 1.005 -0.249  0.041
H: 0.752 -0.204 -1.404  0.090

As for the structure (SMILES): O=[N+]([O-])O.N#N. The calculation puts the energy above the lowest of the compared OMol25 structures with the same formula, charge and spin at 33.7 kJ/mol. Its gap between HOMO and LUMO is 12.50 eV. Its energy is -390.482678 Eh.

=====

No. 3
Entry from OMol25: HN3O4 as an isolated structure (wB97M-V/def2-TZVPD).

Each line ends with the Löwdin charge.
Atoms and positions in Å:
H: -0.290 1.583 0.033  0.085
O: -0.533 0.644 -2.264  0.069
O: -0.461 -0.985 1.896  0.240
N: -0.088 0.649 -0.064  0.169
N: 0.398 -0.450 1.384  -0.282
N: -0.316 0.058 -1.232  -0.532
O: -0.240 -1.150 -1.189  0.029
O: 1.530 -0.350 1.435  0.221

The calculation puts the energy above the lowest of the compared OMol25 structures with the same formula, charge and spin at 292.6 kJ/mol. Its gap between HOMO and LUMO is 9.24 eV. Its energy is -465.528776 Eh.

=====

No. 4
Entry from OMol25: HN3O4S in the gas phase (wB97M-V/def2-TZVPD).

Each line ends with the Mulliken spin population.
Atoms and positions in Å:
N: -1.223 1.253 1.071  -0.036
O: -0.419 0.732 -0.819  0.319
N: -1.401 0.307 0.353  0.485
O: 2.618 -1.387 -1.200  0.055
H: -1.642 1.173 2.113  0.093
O: 1.851 -0.377 0.507  0.001
S: 0.404 -0.232 -1.705  0.784
N: 1.786 -0.730 -0.651  -0.011
O: -1.975 -0.740 0.330  0.311

The spin multiplicity is 3. As for the expectation value of S²: 2.01. The calculation puts the energy above the lowest of the compared OMol25 structures with the same formula, charge and spin at 620.4 kJ/mol. Its gap between HOMO and LUMO (spin up / spin down) is 6.24 / 6.72 eV. Its energy is -863.598282 Eh.

=====

No. 5
Entry from OMol25: HN3OS in the gas phase (wB97M-V/def2-TZVPD).

Each line ends with the Löwdin charge.
Atoms and positions in Å:
N: 0.270 -0.891 -0.647  -0.322
N: -1.287 0.133 0.634  0.121
S: 1.441 -0.030 -1.310  0.899
O: 1.446 1.289 -0.686  -0.563
H: -1.524 0.108 1.630  0.071
N: -0.347 -0.609 0.379  -0.205

The calculation puts the energy above the lowest of the compared OMol25 structures with the same formula, charge and spin at 0.0 kJ/mol. Its gap between HOMO and LUMO is 7.98 eV. Its energy is -638.170877 Eh.

=====

No. 6
Entry from OMol25: HN4P in the gas phase (wB97M-V/def2-TZVPD).

Each line ends with the Löwdin charge.
Atoms and positions in Å:
H: -2.537 0.209 0.462  -0.099
N: 2.006 0.947 0.013  0.222
N: 0.808 -0.966 -0.181  -0.110
P: -1.169 0.613 -0.156  0.717
N: -0.557 -0.814 0.024  -0.423
N: 1.449 0.010 -0.161  -0.306

The calculation puts the energy above the lowest of the compared OMol25 structures with the same formula, charge and spin at 131.5 kJ/mol. Its gap between HOMO and LUMO is 8.68 eV. Its energy is -560.817557 Eh.

=====

Number 1: maximum force 1.95 eV/A. Number 2: maximum force 4.84 eV/A. Number 3: maximum force 3.76 eV/A. Number 4: maximum force 10.47 eV/A. Number 5: maximum force 3.81 eV/A. Number 6: maximum force 6.31 eV/A.